The following is a DFT calculation (ωB97M-V/def2-TZVPD) of a molecular structure, C24H37CdN6O4Se2 in a non-equilibrium geometry.

Geometry as XYZ:
```
74
Properties=species:S:1:pos:R:3:mulliken_charge:R:1
Cd -0.66 0.66 1.16 3.846
C -2.35 -3.45 0.84 -1.674
C -1.56 -2.18 0.71 0.604
N -2.03 -1.00 0.73 0.601
C -3.37 -0.55 0.55 -0.848
C -3.33 0.54 -0.57 -0.846
N -2.12 1.34 -0.51 -0.034
C -2.23 2.78 -0.55 -0.489
C -2.04 3.39 0.85 -1.152
N -0.83 2.91 1.50 -0.171
C 0.43 3.59 1.20 -1.146
C 1.39 2.80 0.26 -0.698
N 1.32 1.40 0.51 0.338
C 2.25 0.54 0.43 0.753
C 3.68 0.84 0.12 -1.896
C 1.84 -0.88 0.57 0.677
C 2.67 -1.99 0.51 -1.228
C 2.09 -3.26 0.56 -1.033
C 0.72 -3.40 0.65 -1.012
C -0.07 -2.24 0.69 -0.150
N 0.52 -1.05 0.67 0.645
H -3.39 -3.22 1.08 0.495
H -1.93 -4.06 1.63 0.421
H -2.31 -4.00 -0.10 0.210
H -3.69 -0.09 1.49 0.278
H -4.08 -1.33 0.25 0.432
H -4.22 1.18 -0.47 0.382
H -3.39 0.01 -1.53 0.398
H -1.50 1.07 -1.28 -0.707
H -3.21 3.10 -0.94 0.515
H -1.45 3.17 -1.21 0.144
H -2.88 3.08 1.48 0.426
H -2.05 4.49 0.77 0.411
H -0.98 2.90 2.50 0.228
H 0.97 3.74 2.14 0.437
H 0.25 4.57 0.75 0.354
H 2.39 3.24 0.35 0.547
H 1.05 2.93 -0.78 -0.047
H 3.83 0.74 -0.96 0.110
H 4.34 0.15 0.63 0.541
H 3.95 1.85 0.42 0.533
H 3.74 -1.90 0.39 0.413
H 2.72 -4.13 0.50 0.377
H 0.27 -4.38 0.62 0.428
O 2.76 0.15 -2.84 -0.364
C 2.24 -0.43 -4.00 -1.611
C 0.80 -0.99 -3.85 1.997
C 0.57 -1.90 -5.08 -1.305
O -0.76 -2.24 -5.34 -0.566
C 0.74 -1.77 -2.55 -0.375
Se -0.90 -2.76 -2.16 -0.435
C -0.28 0.08 -3.87 -0.946
Se 0.11 1.81 -3.02 -0.576
H 2.15 0.89 -2.66 0.013
H 2.91 -1.25 -4.27 0.419
H 2.24 0.30 -4.82 0.342
H 1.19 -2.81 -4.96 0.285
H 0.93 -1.37 -5.98 0.448
H -1.13 -2.57 -4.50 0.268
H 0.84 -1.07 -1.72 -0.750
H 1.55 -2.50 -2.49 0.669
H -1.17 -0.29 -3.37 0.179
H -0.55 0.33 -4.90 0.614
O -2.15 0.87 3.66 -0.663
C -1.03 0.62 4.09 0.194
C -0.65 0.44 5.57 -0.594
C 0.86 0.29 5.52 -0.580
C 1.17 0.28 4.01 0.014
O 2.28 0.13 3.55 -0.648
N 0.04 0.49 3.30 -0.489
H -1.15 -0.44 5.96 0.248
H -1.00 1.30 6.15 0.272
H 1.22 -0.63 5.98 0.287
H 1.38 1.13 5.98 0.241
```

Results
Total charge: -1
HOMO-LUMO gap, Ha: 0.221
2S+1: 1
Total energy, Ha: -6536.92577
HOMO energy, eV: -3.6